1.
C9H14N3 as an isolated structure. Source: the OMol25 dataset; level of theory: wB97M-V/def2-TZVPD.

Summary:
multiplicity	1
charge	+1
LUMO energy	-4.120	eV
HOMO-LUMO gap	9.2	eV
ΔE to the lowest compared entry with this formula, charge and spin	4.0282	eV

Positions of all 26 atoms, in Å:
C: 3.1767 -0.5905 -1.0793
C: 4.2372 -1.0641 -0.2990
C: 2.5347 0.3390 -0.1858
C: 0.7725 1.9812 -0.8870
C: 1.3983 1.0182 -0.2468
C: -2.0677 -0.7483 -0.5286
C: -2.3255 -0.2395 0.9293
C: -0.5045 -0.8750 -0.5237
C: -1.1604 0.7047 1.1116
N: 4.2851 -0.4905 0.8722
N: 3.2936 0.3564 0.9827
N: -0.0018 -0.0894 0.5621
H: 2.9182 -0.7543 -2.0429
H: 5.0346 -1.8109 -0.6680
H: -0.3002 1.9875 -0.9330
H: 1.4557 2.7114 -1.2766
H: -2.6499 -1.7577 -0.8025
H: -2.2515 0.0098 -1.2423
H: -3.3717 0.2312 0.8811
H: -2.2324 -1.1015 1.6800
H: -0.1500 -1.8103 -0.5091
H: -0.1149 -0.3554 -1.4449
H: -1.2454 1.6405 0.5629
H: -0.8589 0.7812 2.1796
H: 3.3072 0.9411 1.7198
H: 0.4909 -0.5602 1.3369

2.
A 3-piece molecular cluster, C10H19BClNO5S overall. Source: the OMol25 dataset; level of theory: wB97M-V/def2-TZVPD.

Summary:
multiplicity	1
LUMO energy	0.005	eV
HOMO-LUMO gap	9.3	eV
ΔE to the lowest compared entry with this formula, charge and spin	0.4193	eV

Positions of all 38 atoms, in Å:
N: -0.3806 1.7076 2.9176
B: -1.0831 1.1634 1.7580
O: -1.8989 0.0680 1.8481
C: -0.8826 1.8883 0.3559
O: 0.5513 1.8571 0.1464
C: 0.9222 2.8822 -0.6644
O: 1.8977 2.8593 -1.3685
C: -0.0784 3.9920 -0.4411
Cl: -0.3560 4.9214 -1.9219
C: -1.3679 3.3216 0.0875
S: -1.9578 4.3550 1.4729
H: -0.8331 1.4211 3.7762
H: 0.5696 1.3552 2.9492
H: -1.4279 -0.5889 2.3613
H: -1.2757 1.2690 -0.4426
H: 0.3132 4.6395 0.3242
H: -2.1152 3.3311 -0.6828
H: -2.0102 3.4850 2.4823
C: -2.5297 -2.1166 -0.5143
C: -2.1250 -3.5588 -0.3355
C: -2.8809 -4.5915 -1.1358
O: -1.2341 -3.8689 0.4183
H: -1.9094 -1.4944 0.1205
H: -2.4003 -1.8180 -1.5564
H: -3.5744 -1.9804 -0.2313
H: -2.7692 -4.3922 -2.2025
H: -3.9415 -4.5566 -0.8834
H: -2.4920 -5.5815 -0.9136
C: 3.5934 0.2756 -0.5716
C: 4.2662 -1.0692 -0.4527
C: 3.5841 -2.2312 -1.1380
O: 5.2955 -1.2178 0.1603
H: 4.1788 1.0210 -0.0396
H: 3.5119 0.5679 -1.6177
H: 2.5937 0.2311 -0.1449
H: 3.5043 -2.0381 -2.2089
H: 2.5805 -2.3703 -0.7320
H: 4.1616 -3.1380 -0.9793

3.
C6H14N2 as an isolated structure. Source: the OMol25 dataset; level of theory: wB97M-V/def2-TZVPD.

Summary:
multiplicity	1
LUMO energy	0.840	eV
HOMO-LUMO gap	8.0	eV
ΔE to the lowest compared entry with this formula, charge and spin	4.6722	eV

Positions of all 22 atoms, in Å:
C: -0.5157 0.0754 -0.0019
C: 0.4673 -1.6155 -0.6546
C: -0.6733 0.9134 -1.2560
C: -1.8167 -0.4208 0.6021
C: 0.5441 0.3565 0.8588
N: -0.1258 2.0173 1.6059
N: 1.5290 -1.4205 -1.5587
C: 1.7305 0.1473 1.3790
H: 0.1622 2.8440 1.0796
H: -1.1391 2.1085 1.6830
H: 1.3028 -0.8745 -2.3800
H: 2.4549 -1.7092 -1.2704
H: -0.4070 -2.0362 -1.1464
H: 0.7311 -2.2266 0.2055
H: -1.0684 0.2980 -2.0724
H: -1.3742 1.7326 -1.0814
H: 0.2753 1.3457 -1.5776
H: -2.3325 -1.0861 -0.0987
H: -2.4845 0.4216 0.7993
H: -1.6518 -0.9475 1.5432
H: 2.0918 0.8362 2.1334
H: 2.2999 -0.7597 1.2083

4.
C32H55N4NiOP2 as an isolated structure. Source: the OMol25 dataset; level of theory: wB97M-V/def2-TZVPD.

Summary:
multiplicity	3
charge	+1
LUMO energy (alpha / beta)	-2.466 / -2.676	eV
HOMO-LUMO gap (alpha / beta)	6.3 / 6.5	eV
ΔE to the lowest compared entry with this formula, charge and spin	3.1683	eV

Positions of all 95 atoms, in Å:
C: -1.0048 -2.3666 -1.2202
C: 1.2537 -1.8085 -1.0067
C: -0.7317 -3.4399 -2.0574
C: 1.5978 -2.9914 -1.7269
C: 0.6001 -3.7885 -2.2682
H: -1.5686 -3.9512 -2.5278
H: 2.6572 -3.2059 -1.8829
H: 0.8309 -4.6544 -2.8837
N: -0.0453 -1.7314 -0.5373
P: -2.6736 -0.9439 0.4305
P: 2.6546 0.5930 0.2284
C: -2.4336 -1.8673 -1.1351
H: -2.6609 -1.2195 -1.9943
H: -3.1008 -2.7276 -1.2202
C: 1.1060 1.4742 0.8683
O: 0.8116 2.5809 1.2124
C: 2.2033 -0.7406 -0.8934
H: 3.1568 -1.1109 -1.3222
C: 3.7396 1.5386 -1.0232
C: 3.6238 0.5466 1.8496
C: -3.8208 0.5310 0.0975
C: -3.5292 -2.2974 1.4634
C: 3.1207 2.9383 -1.0297
H: 3.2083 3.4658 -0.0689
H: 3.6207 3.5562 -1.7956
H: 2.0566 2.8553 -1.3000
C: 5.2556 1.5593 -0.7683
H: 5.5659 2.0403 0.1618
H: 5.6708 0.5429 -0.8084
H: 5.7287 2.1287 -1.5851
C: 3.6347 0.9686 -2.4494
H: 4.0495 1.7032 -3.1623
H: 4.1946 0.0352 -2.5926
H: 2.5885 0.7771 -2.7042
C: 4.0375 1.9759 2.2737
H: 3.1674 2.6043 2.5032
H: 4.6404 1.8865 3.1913
H: 4.6499 2.5027 1.5372
C: 2.7699 0.0113 3.0026
H: 1.9115 0.6552 3.2084
H: 2.4158 -1.0078 2.8222
H: 3.3840 -0.0062 3.9176
C: 4.8455 -0.3722 1.7504
H: 5.6014 -0.0067 1.0535
H: 5.3192 -0.4180 2.7415
H: 4.5602 -1.3920 1.4595
C: -3.8832 -1.7213 2.8375
H: -4.3260 -2.5274 3.4425
H: -2.9985 -1.3460 3.3623
H: -4.6179 -0.9064 2.7816
C: -2.5228 -3.4439 1.6272
H: -2.2552 -3.9039 0.6674
H: -1.6054 -3.1163 2.1291
H: -2.9890 -4.2214 2.2495
C: -4.8026 -2.8718 0.8067
H: -5.0407 -3.8143 1.3210
H: -5.6741 -2.2191 0.9240
H: -4.6829 -3.1101 -0.2561
C: -3.5609 1.0478 -1.3235
H: -3.9415 0.3596 -2.0908
H: -4.0829 2.0092 -1.4561
H: -2.4890 1.2202 -1.4866
C: -3.4243 1.6351 1.0993
H: -2.3731 1.9336 0.9669
H: -4.0559 2.5191 0.9208
H: -3.5535 1.3123 2.1419
C: -5.3200 0.2246 0.2348
H: -5.6460 -0.5540 -0.4693
H: -5.6128 -0.0535 1.2568
H: -5.8729 1.1449 -0.0207
Ni: -0.4844 -0.0546 0.6094
N: -0.1189 0.7239 -1.0375
C: 0.5278 1.0162 -2.0031
C: 0.2100 1.9659 -3.2267
C: 1.3121 2.0463 -4.2655
C: -1.0240 1.4027 -3.9244
C: -0.0377 3.3645 -2.6568
H: 2.2062 2.5456 -3.8814
H: 1.5753 1.0512 -4.6407
H: 0.9577 2.6416 -5.1188
H: -1.9408 1.5697 -3.3476
H: -1.1506 1.8687 -4.9130
H: -0.9153 0.3189 -4.0735
H: -0.4919 4.0182 -3.4140
H: -0.6891 3.3236 -1.7740
H: 0.9038 3.8201 -2.3319
N: -0.0872 -1.7174 2.9444
C: -0.1728 -1.8078 4.2889
C: -0.7176 -0.6109 4.7372
C: -0.9123 0.1938 3.6101
N: -0.5241 -0.4802 2.4851
H: 0.3392 -2.3943 2.3084
H: 0.1307 -2.6898 4.8342
H: -0.9151 -0.3334 5.7568
H: -1.3129 1.1975 3.5591

5.
A 8-piece molecular cluster, C43H59F7NO24 overall. Source: the OMol25 dataset; level of theory: wB97M-V/def2-TZVPD.

Summary:
multiplicity	1
charge	+1
LUMO energy	-3.698	eV
HOMO-LUMO gap	6.4	eV

Positions of all 134 atoms, in Å:
C: 2.7927 -3.8679 4.1661
O: 2.3088 -2.6764 4.8811
C: 3.2316 -1.5312 4.7398
C: 2.6012 -0.5384 3.5806
C: 3.0094 1.0408 3.7474
C: 1.9428 1.9475 2.8936
C: 2.4639 2.2965 1.3488
C: 1.2247 2.1642 0.2387
C: 1.1489 0.5465 -0.1402
C: -0.4228 0.0518 -0.3967
N: -0.6309 -1.2156 0.4023
C: -0.1543 -2.4454 -0.3984
C: 1.3759 -2.9076 0.0917
O: 1.7920 -4.2026 0.0255
C: -2.0609 -1.4824 0.8219
O: -2.6993 -0.4035 1.5885
C: -3.9900 -0.8020 2.1654
C: -4.7568 -2.2374 1.9779
C: -6.2328 -2.6192 2.6659
C: -6.8579 -4.1313 2.4030
C: -7.0056 -1.5164 3.6006
C: -6.2576 -0.0511 3.7985
C: -4.7818 0.3291 3.1094
C: -4.2324 1.8468 3.3977
C: -4.6727 2.8863 2.1635
C: -2.6423 1.9507 3.7834
H: 1.8630 -4.3749 3.6312
H: 3.6354 -3.6670 3.3785
H: 3.1370 -4.6574 4.9914
H: 4.3202 -1.9176 4.4888
H: 3.2996 -1.0166 5.7941
H: 3.0567 -0.9213 2.5491
H: 1.4290 -0.6708 3.6385
H: 4.1306 1.2668 3.4676
H: 2.8939 1.3626 4.8871
H: 0.9065 1.3627 2.8493
H: 1.7270 3.0086 3.3876
H: 3.2590 1.4706 1.0915
H: 2.9748 3.3487 1.3008
H: 1.4816 2.7271 -0.7631
H: 0.2427 2.5308 0.7597
H: 1.6673 -0.0139 0.7545
H: 1.8374 0.3304 -1.0910
H: -1.2098 0.9083 -0.1576
H: -0.4990 -0.1089 -1.5771
H: -0.0495 -1.2447 1.2933
H: -0.8316 -3.3899 -0.2266
H: -0.1156 -2.2549 -1.5526
H: 2.1518 -2.1568 0.5641
H: -2.7353 -1.6576 -0.1383
H: -2.0474 -2.5330 1.3846
H: -4.2824 -3.0886 1.3227
H: -6.4552 -4.5620 1.3663
H: -8.0275 -4.0874 2.4559
H: -6.4858 -4.8747 3.2301
H: -8.0501 -1.8047 4.0667
H: -6.8532 0.7288 4.4783
H: -4.8294 2.2540 4.3480
H: -5.8376 2.8316 1.9355
H: -4.4704 3.9876 2.5738
H: -4.0063 2.7456 1.2119
H: -2.5458 2.5019 4.8272
H: -2.2382 0.8590 3.9060
H: -2.0713 2.5852 2.9666
C: 1.6659 5.8818 -2.9015
C: 3.0298 6.1256 -3.4509
O: 3.8276 5.1712 -2.7879
C: 2.9891 4.1300 -2.5241
O: 3.3635 3.0125 -2.2096
O: 1.6762 4.4887 -2.6624
F: 3.4721 7.3580 -3.1142
H: 1.4880 6.4104 -1.9590
H: 0.8778 6.1522 -3.6095
H: 3.1095 5.9837 -4.5339
C: 2.7454 -7.8109 -0.8694
C: 1.4432 -7.6335 -1.5726
O: 1.0528 -8.9524 -1.8809
C: 1.6035 -9.7232 -0.9014
O: 1.2698 -10.8727 -0.6662
O: 2.5710 -9.0483 -0.2087
F: 1.6090 -6.9567 -2.7311
H: 3.5928 -7.8840 -1.5592
H: 2.9440 -7.0088 -0.1534
H: 0.6679 -7.1521 -0.9670
C: -2.7572 6.6485 6.9306
C: -3.5358 5.3778 6.9582
O: -4.0116 5.2541 5.6371
C: -3.0801 5.8804 4.8647
O: -2.9947 5.7504 3.6549
O: -2.2471 6.6669 5.6124
F: -4.5996 5.4820 7.7860
H: -3.3835 7.5327 7.0898
H: -1.9469 6.6558 7.6646
H: -2.9441 4.4944 7.2206
C: -9.3168 -5.1834 -2.3364
C: -9.5534 -4.7258 -0.9377
O: -8.3766 -5.1081 -0.2624
C: -7.3980 -5.0768 -1.2101
O: -6.2039 -5.0779 -0.9611
O: -7.9179 -5.0360 -2.4748
F: -10.5955 -5.3855 -0.3841
H: -9.5881 -6.2333 -2.4902
H: -9.8499 -4.5723 -3.0697
H: -9.7006 -3.6451 -0.8378
C: 8.4639 5.0869 -4.2798
C: 8.0342 5.5868 -2.9430
O: 7.2205 6.6956 -3.2518
C: 6.6846 6.4131 -4.4724
O: 5.7248 6.9951 -4.9497
O: 7.3495 5.3918 -5.0940
F: 9.0949 6.0231 -2.2274
H: 9.3472 5.6087 -4.6634
H: 8.6651 4.0122 -4.2771
H: 7.4609 4.8616 -2.3557
C: 5.7957 -6.7667 -4.6305
C: 7.1855 -7.1356 -4.2381
O: 7.0784 -7.4030 -2.8583
C: 5.8014 -7.8439 -2.6807
O: 5.4117 -8.4288 -1.6838
O: 5.0113 -7.5574 -3.7601
F: 8.0272 -6.0909 -4.4054
H: 5.5737 -5.7082 -4.4583
H: 5.5817 -7.0045 -5.6760
H: 7.5786 -8.0177 -4.7547
C: -0.7622 6.1882 -7.7981
C: -0.9988 6.6459 -6.3994
O: 0.1780 6.2635 -5.7242
C: 1.1566 6.2949 -6.6718
O: 2.3507 6.2937 -6.4228
O: 0.6367 6.3356 -7.9365
F: -2.0409 5.9861 -5.8458
H: -1.0335 5.1384 -7.9519
H: -1.2953 6.7993 -8.5314
H: -1.1460 7.7265 -6.2996

Let's list DFT total energy in order: -515.2238; -1706.6935; -346.3555; -3737.2637; -4232.6597 hartree.